Entry 1:
Formula: C24H72N6O15
Source: the Open Molecules 2025 dataset
Level of theory: the ωB97M-V functional and the def2-TZVPD basis

Calculated values
- ΔE to the lowest compared entry with this formula, charge and spin: 0.000 eV
- HOMO energy: -9.06 eV
- E_LUMO: -0.2116 eV
- Net charge: 0

Structure (XYZ):
```
117
Properties=species:S:1:pos:R:3:forces:R:3:lowdin_charge:R:1
N -1.20789 2.51841 0.84343 -0.7 -0.9 -0.8 0.263
H -0.23839 2.13538 1.03636 0.4 0.2 0.0 0.073
H -1.69245 1.63429 0.59479 -0.2 0.0 0.5 0.075
H -1.38067 3.04879 -0.02918 0.6 0.6 0.3 0.086
H -1.58645 2.93007 1.68827 -0.2 0.1 -0.1 0.126
N -0.91463 -0.28510 -0.88273 1.0 -0.4 0.5 -0.483
O -1.02842 0.34837 -1.94311 -0.4 -0.3 0.6 0.019
O -1.74111 -0.22896 0.05484 0.0 0.7 -0.9 -0.053
O 0.12162 -0.99598 -0.70634 -0.8 0.5 -0.3 -0.081
C -2.20265 4.82967 -2.10201 1.0 -0.6 -0.2 -0.220
C -1.69468 3.55990 -2.75848 0.5 0.3 0.2 -0.217
O -0.64990 3.02619 -1.94360 -0.4 -0.1 0.3 -0.113
O -2.82418 4.44077 -0.86958 -0.1 0.6 -0.3 -0.075
H -2.79853 5.41156 -2.80829 -0.6 -0.2 0.3 0.123
H -1.31449 5.42981 -1.87605 0.0 0.1 0.0 0.122
H -1.24564 3.80622 -3.72489 -0.4 0.0 -0.2 0.112
H -2.47958 2.80569 -2.84469 -0.2 0.2 -0.3 0.124
H -0.76008 2.05895 -1.99267 0.3 0.0 0.0 0.028
H -2.88136 5.25007 -0.34890 -0.3 -0.2 0.1 0.094
C -1.88516 -3.54782 0.39619 -1.3 0.2 -0.9 -0.222
C -2.93358 -3.78820 -0.72535 1.1 -0.3 0.0 -0.235
O -2.67758 -3.11502 -1.95300 0.3 0.5 0.9 -0.100
O -0.61000 -4.02980 0.03457 0.5 -0.1 0.2 -0.065
H -2.21369 -4.07656 1.29227 0.0 -0.1 0.0 0.120
H -1.92819 -2.47299 0.59883 0.5 -0.1 0.1 0.090
H -3.87909 -3.46520 -0.28691 -0.2 0.0 -0.4 0.108
H -2.94905 -4.85264 -0.97623 -0.3 -0.2 0.4 0.112
H -1.71133 -3.17482 -2.16696 -0.7 -0.2 -0.3 0.028
H -0.05284 -3.31533 -0.28820 -0.1 0.2 0.0 0.035
C -5.47471 1.34880 -1.35129 -1.2 -0.1 0.9 -0.217
C -5.54771 0.51955 -0.05848 1.1 0.4 -0.2 -0.255
O -6.81137 -0.09665 0.12771 -0.1 0.1 -0.4 -0.054
O -6.49694 2.34826 -1.22971 -0.1 -0.2 -0.5 -0.081
H -5.65651 0.72434 -2.23070 0.2 0.0 0.0 0.121
H -4.54316 1.90634 -1.43810 0.2 -0.3 0.1 0.100
H -5.39559 1.24298 0.74633 0.0 0.0 0.2 0.106
H -4.72182 -0.19561 -0.01790 -0.1 -0.1 0.0 0.106
H -6.67615 -1.01167 0.37886 0.0 0.0 0.0 0.084
H -7.32443 1.85106 -1.25547 0.0 0.2 0.1 0.078
C 2.29809 -2.50254 1.68582 1.7 -0.3 -1.0 -0.226
C 2.67962 -3.93563 2.11014 -1.2 1.5 0.3 -0.224
O 1.46736 -4.67929 2.16106 0.8 -0.4 0.5 -0.067
O 2.17222 -2.43445 0.25648 -0.9 0.2 0.3 -0.096
H 3.11133 -1.81555 1.95118 0.0 0.0 0.2 0.108
H 1.38983 -2.17995 2.19597 -0.2 -0.2 0.0 0.106
H 3.12868 -3.76852 3.09489 -0.4 -0.7 0.4 0.109
H 3.46281 -4.41688 1.52338 -0.2 0.2 -0.5 0.116
H 0.91378 -4.41664 1.41366 -0.1 -0.1 -0.2 0.045
H 1.41765 -1.84418 0.05825 0.6 -0.3 0.0 0.017
C 1.87438 4.23346 -4.04194 0.2 0.1 0.7 -0.068
C 3.03734 3.26201 -4.31582 -1.2 1.6 0.1 -0.432
C 2.82370 1.99152 -3.52689 0.7 -1.0 0.0 -0.207
O 3.07504 2.26965 -2.16317 0.0 0.6 0.6 -0.174
C 3.20605 1.10735 -1.40114 0.6 -1.0 -0.1 -0.117
N 3.12497 3.04872 -5.76551 0.2 -0.5 0.8 0.039
H 1.69955 4.28404 -2.96395 -0.3 -0.5 0.0 0.068
H 0.99701 3.88198 -4.58401 -0.2 0.2 0.1 0.073
H 2.07801 5.29016 -4.23686 0.2 -0.2 -0.8 0.074
H 3.91217 3.76674 -3.89126 0.3 -0.4 0.0 0.137
H 3.55995 1.24882 -3.87509 0.1 0.0 0.0 0.122
H 1.85620 1.48281 -3.61148 -0.3 0.5 -0.3 0.135
H 3.59191 1.23666 -0.38989 -0.2 0.9 0.0 0.063
H 4.00067 0.48267 -1.83062 -0.4 -0.4 -0.3 0.097
H 2.27223 0.54212 -1.30245 0.0 -0.1 -0.4 0.078
H 3.13905 3.95500 -6.21437 0.1 -0.1 -0.1 0.069
H 4.00184 2.57378 -5.95141 0.0 0.1 -0.3 0.070
C -3.62909 1.19950 4.57284 0.0 0.0 1.7 -0.077
C -2.50206 0.54670 3.81124 -0.9 0.4 -1.3 -0.421
C -1.96178 -0.68223 4.53323 -0.2 -0.4 -0.2 -0.189
O -0.66361 -1.02184 4.04471 -0.5 0.0 0.9 -0.200
C 0.19988 -1.51016 5.06832 0.9 0.9 -0.6 -0.090
N -3.04586 0.15608 2.48413 0.8 -1.1 -0.3 0.055
H -4.43857 0.49676 4.78024 -0.1 0.0 -0.6 0.086
H -4.02623 2.12633 4.16332 0.0 -0.2 -0.4 0.075
H -3.30242 1.45216 5.59069 0.2 0.2 -0.1 0.076
H -1.70596 1.28144 3.64493 0.4 -0.1 0.5 0.119
H -2.58770 -1.57259 4.39585 -0.4 0.3 -0.5 0.138
H -2.01123 -0.56917 5.62104 0.6 0.6 0.0 0.121
H -0.22921 -1.99747 5.94434 -0.6 -0.4 -0.5 0.096
H 0.73839 -0.64847 5.48539 -0.1 -0.2 0.0 0.050
H 0.91482 -2.13343 4.53271 0.1 -0.3 0.4 0.087
H -3.08506 0.85897 1.75106 -0.4 0.6 0.8 0.031
H -2.36099 -0.45145 2.03656 -0.2 -0.4 0.3 0.038
C 0.81290 -4.95317 -3.52491 0.9 -0.9 -0.5 -0.049
C 1.15223 -3.57858 -2.96786 -1.3 0.2 -0.5 -0.391
C 2.29248 -2.89747 -3.73239 0.1 0.2 -0.8 -0.197
O 3.51639 -3.62309 -3.80424 -0.6 -0.2 0.5 -0.186
C 3.99628 -3.92709 -2.49746 0.5 0.1 -0.6 -0.100
N -0.13239 -2.79896 -3.02389 1.2 1.0 0.6 0.045
H 0.33898 -5.63193 -2.81672 0.1 0.2 0.3 0.078
H 1.71323 -5.44251 -3.91513 0.1 -0.1 0.3 0.075
H 0.15005 -4.93573 -4.39205 -0.1 0.6 0.1 0.081
H 1.38139 -3.58383 -1.90495 0.3 -0.5 0.0 0.100
H 2.52006 -1.87942 -3.39322 -0.2 0.0 0.6 0.117
H 1.97028 -2.74471 -4.76791 0.0 -0.3 -0.1 0.129
H 3.30579 -4.55200 -1.93235 -0.1 0.1 0.1 0.083
H 4.22370 -3.00045 -1.96253 -0.2 0.0 0.2 0.085
H 4.92859 -4.47517 -2.63426 0.0 0.0 0.0 0.088
H -0.04949 -2.17984 -2.21467 -0.2 0.1 -0.3 0.023
H -0.11893 -2.10478 -3.77157 -0.1 -0.4 -0.3 0.094
C 2.72770 2.87950 1.63093 -0.5 0.3 0.7 -0.034
C 2.20274 1.59506 2.30940 0.8 0.7 0.0 -0.374
C 1.95812 1.76460 3.80686 -1.0 -2.3 0.4 -0.193
O 3.14203 1.53242 4.53168 0.9 0.5 -0.7 -0.176
C 2.99445 0.95059 5.80107 -0.7 1.2 0.5 -0.101
N 1.05247 1.07432 1.53856 0.5 0.9 -0.3 0.059
H 3.04261 3.59752 2.38989 0.4 -0.2 0.0 0.082
H 1.95162 3.42708 1.09010 0.0 -0.3 -0.3 0.079
H 3.55965 2.61835 0.98884 0.0 0.5 -0.2 0.058
H 3.03974 0.90763 2.16297 -0.1 -0.4 0.7 0.130
H 1.30604 0.92387 4.09790 -0.4 0.2 -0.2 0.097
H 1.39977 2.66007 4.10006 0.4 0.4 -0.1 0.134
H 2.38784 1.62946 6.41869 0.0 -0.1 0.2 0.094
H 3.97312 0.91997 6.27091 0.1 -0.4 -0.2 0.093
H 2.46600 -0.00674 5.80526 0.5 -0.1 -0.3 0.063
H 1.52573 0.93814 0.64698 -0.7 -0.4 -0.3 0.061
H 0.68244 0.17873 1.83688 0.2 -0.2 0.3 0.079
```
Positions in Å, forces in eV/Å.


Entry 2:
Formula: C24H74BNO26
Source: the Open Molecules 2025 dataset
Level of theory: the ωB97M-V functional and the def2-TZVPD basis

Calculated values
- HOMO energy: -8.96 eV
- E_LUMO: -1.1546 eV
- Net charge: 0

Structure (XYZ):
```
126
Properties=species:S:1:pos:R:3:forces:R:3:lowdin_charge:R:1
C -1.05355 -4.50019 -3.25742 -0.2 1.0 -0.1 -0.111
C -1.03307 -3.57441 -4.49796 0.4 0.4 0.6 -0.267
C -0.75802 -2.10075 -4.12538 -0.6 0.0 0.4 -0.208
C -1.98795 -1.46024 -3.38086 1.2 -0.4 -0.7 -0.192
C -1.72457 -1.44289 -1.87281 -0.4 -0.2 0.1 -0.203
C -2.95197 -1.02573 -1.03603 0.4 0.1 -0.7 -0.150
C -3.15571 0.51683 -0.93246 -0.9 -0.3 0.0 -0.104
C -2.98898 1.07055 0.46509 0.5 -0.1 -0.5 -0.084
C -4.01996 0.90500 1.38912 -1.1 -0.5 -0.3 -0.035
B -5.37921 0.13107 1.07153 0.6 -0.4 -0.4 -0.615
O -6.58733 0.73701 1.04649 0.2 0.2 0.1 0.213
O -5.31289 -1.24112 0.81772 -0.8 0.5 0.4 0.138
C -3.91496 1.39681 2.66890 0.2 0.1 0.9 -0.050
C -2.80001 2.10036 3.08569 -0.7 -0.4 0.4 -0.005
C -1.78061 2.26186 2.18327 1.1 0.8 0.8 -0.084
C -1.84798 1.75014 0.89820 0.6 0.3 -0.7 -0.010
C -0.64250 1.95815 0.01298 0.4 -0.2 -0.4 -0.206
O -0.45234 1.28917 -0.98229 -0.4 0.4 0.8 0.092
C 0.38347 3.00495 0.41256 -0.1 -0.1 -0.1 -0.011
C 1.35753 3.46988 -0.46734 0.0 -0.1 -1.2 -0.196
N 1.47304 2.97250 -1.80894 0.8 -0.1 0.0 0.031
C 2.62353 2.04195 -1.94687 -0.4 -0.9 -0.6 -0.193
C 2.29777 0.57877 -1.64230 0.6 -0.4 0.6 -0.206
C 2.25734 0.25287 -0.12659 -0.5 -0.8 0.0 -0.091
C 2.25914 4.44744 -0.06058 0.4 0.5 -0.5 -0.040
C 2.23477 4.99467 1.20040 0.1 -0.1 -0.1 -0.045
C 1.29679 4.50623 2.08398 0.7 1.2 1.1 -0.016
C 0.40928 3.54736 1.69825 -1.5 -1.1 0.3 -0.097
C -0.59110 3.03763 2.68586 0.0 0.2 0.3 -0.237
O -0.47986 3.26816 3.88251 0.0 0.0 -0.5 0.073
H -0.84142 -5.53845 -3.50422 -0.1 0.1 0.1 0.060
H -2.03938 -4.40076 -2.78483 0.2 -0.4 0.0 0.071
H -0.33212 -4.10822 -2.53062 0.1 -0.4 -0.1 0.066
H -2.02359 -3.58525 -4.96222 0.3 -0.2 -0.3 0.082
H -0.26958 -3.91194 -5.20589 -0.3 0.0 0.0 0.103
H 0.09387 -2.01445 -3.43636 0.1 -0.1 -0.3 0.098
H -0.50862 -1.52792 -5.02608 -0.1 -0.1 0.1 0.099
H -2.85463 -2.07671 -3.65578 -0.1 0.3 0.3 0.100
H -2.11706 -0.46061 -3.81464 -0.3 0.0 0.4 0.106
H -1.46370 -2.45788 -1.55311 0.0 0.1 -0.2 0.099
H -0.84133 -0.82465 -1.69133 -0.3 0.0 0.2 0.087
H -2.93441 -1.52541 -0.06625 0.1 0.3 0.0 0.102
H -3.82191 -1.43775 -1.56520 0.1 0.0 0.2 0.099
H -2.55936 1.03193 -1.68494 0.1 -0.1 0.3 0.111
H -4.20140 0.72116 -1.21692 0.1 0.0 0.1 0.120
H -6.50664 1.66043 1.32891 -0.1 0.0 -0.1 0.093
H -4.97853 -1.68149 1.60792 0.3 -0.3 -0.4 0.119
H -4.71595 1.23981 3.38439 0.0 0.0 -0.2 0.118
H -2.75739 2.48621 4.09834 0.3 0.0 -0.2 0.128
H 1.67769 3.72732 -2.45490 -0.1 0.3 0.3 0.111
H 2.96383 2.08761 -2.98906 -0.2 0.2 0.1 0.119
H 3.48320 2.32472 -1.32373 -0.2 0.2 0.0 0.090
H 1.39434 0.23918 -2.15286 0.0 0.3 0.1 0.092
H 3.10571 -0.04379 -2.04842 -0.1 0.3 -0.2 0.090
H 2.43289 1.13156 0.50632 0.2 -0.1 -0.1 0.067
H 2.97964 -0.54162 0.13741 -0.4 0.7 -0.2 0.051
H 1.27945 -0.14987 0.16837 0.1 0.2 -0.1 0.065
H 3.01620 4.79832 -0.76210 -0.4 -0.2 0.0 0.081
H 2.95264 5.75704 1.48085 -0.1 -0.1 0.0 0.126
H 1.28067 4.93498 3.08313 -0.3 -0.3 0.0 0.125
O -6.96903 -2.14386 -1.93706 0.2 0.0 0.2 -0.046
H -6.55162 -1.53226 -2.55138 0.0 -0.1 -0.1 0.045
H -6.53506 -1.95777 -1.09300 0.0 0.1 0.1 0.021
O -2.44062 -5.97391 -5.55716 0.0 -0.1 -0.1 -0.065
H -2.47814 -6.92015 -5.72264 -0.1 0.0 0.0 0.040
H -3.16308 -5.80942 -4.93454 0.0 -0.2 0.0 -0.002
O 4.84611 -0.60212 1.05048 0.5 -0.1 0.1 -0.068
H 4.59139 -0.00045 1.76685 0.1 -0.2 -0.1 0.017
H 5.29105 -1.32615 1.50625 0.1 0.0 0.1 0.014
O 0.82720 4.53873 6.26011 -0.2 0.2 0.0 -0.060
H 0.10783 4.34700 5.64390 0.2 -0.3 -0.3 -0.002
H 1.33522 3.72320 6.27113 0.0 0.0 0.1 0.040
O 6.80368 -2.23103 3.03157 -0.2 0.1 0.3 -0.045
H 6.55294 -1.62631 3.74004 0.2 0.1 0.0 0.055
H 7.25153 -2.95855 3.48953 0.2 -0.1 -0.3 0.046
O 4.14792 -3.13999 3.48396 -0.3 0.3 -0.1 -0.059
H 4.97515 -2.74137 3.16711 0.1 -0.4 0.1 -0.018
H 3.46697 -2.69806 2.96098 0.1 0.0 -0.1 0.031
O 4.02425 5.89841 -2.43060 0.2 -0.1 -0.1 -0.059
H 4.82472 6.35419 -2.70952 0.0 0.0 0.0 0.052
H 3.32913 6.26812 -2.99452 -0.1 0.1 0.1 0.020
O 1.22206 -3.54140 3.93887 0.1 0.5 0.1 -0.044
H 2.12588 -3.43815 4.27275 0.1 -0.2 -0.1 0.038
H 0.68482 -3.04565 4.56659 0.0 -0.2 0.1 0.063
O -1.90184 5.98156 6.69992 0.0 0.0 -0.1 -0.057
H -1.69986 6.92184 6.69494 0.0 0.0 0.0 0.036
H -1.04543 5.55587 6.57701 0.0 0.1 0.3 -0.010
O 9.28857 -4.02243 3.18298 0.0 0.1 0.0 -0.049
H 9.59908 -4.59809 2.47715 -0.1 -0.1 0.0 0.046
H 9.83198 -3.23188 3.09808 0.0 0.0 0.0 0.046
O -1.26215 -2.59258 2.30692 -0.1 0.2 0.2 -0.047
H -0.42410 -2.62568 2.78423 0.1 -0.2 -0.3 -0.005
H -1.69797 -1.80303 2.64391 0.0 0.0 -0.1 0.024
O 7.21673 -1.07845 -0.74793 -0.1 -0.1 0.0 -0.066
H 7.10804 -2.01814 -0.92204 0.0 0.0 0.0 0.033
H 6.52282 -0.87226 -0.10541 0.0 0.2 -0.1 -0.014
O 4.66370 -0.43682 -4.28462 0.1 0.1 0.1 -0.058
H 5.02068 0.18153 -4.92966 0.0 0.0 0.0 0.034
H 5.13197 -0.22209 -3.46985 0.0 -0.1 0.0 0.026
O 1.27706 -6.38017 4.15270 0.0 0.0 -0.1 -0.073
H 1.22431 -5.47053 3.82010 0.0 -0.2 0.2 -0.010
H 0.37306 -6.59382 4.39982 0.0 0.0 0.0 0.027
O 1.48524 7.19883 -2.67599 0.5 0.0 -0.5 -0.062
H 0.97439 8.01265 -2.67082 -0.1 -0.1 0.0 0.048
H 1.64346 7.02232 -1.74541 -0.2 0.1 0.1 0.009
O -5.05498 -5.70810 -4.22050 0.6 0.3 0.2 -0.061
H -5.23012 -4.83053 -4.57364 -0.1 0.0 0.0 0.051
H -5.91396 -6.00529 -3.91222 -0.1 0.1 0.1 0.023
O -0.13961 6.99413 -0.47375 -0.1 -0.2 0.4 -0.045
H 0.39694 6.26408 -0.13541 -0.1 0.0 0.1 0.009
H -1.00226 6.59395 -0.62260 0.0 0.1 -0.1 0.056
O -7.22029 -6.61154 -5.56031 -0.4 -0.3 -0.1 -0.056
H -6.89190 -6.60406 -6.46472 0.1 0.1 0.0 0.048
H -6.90739 -7.45091 -5.20765 0.0 0.0 -0.1 0.044
O -6.64939 -5.04826 -0.99338 -0.1 0.0 0.0 -0.062
H -6.68595 -4.13892 -1.31890 0.0 0.0 -0.2 -0.009
H -7.55842 -5.24670 -0.75037 0.0 0.0 0.0 0.033
O 4.00351 0.26057 3.61091 -0.1 0.2 0.2 -0.039
H 3.54291 1.10704 3.65134 0.0 0.0 -0.1 0.057
H 4.24280 0.07626 4.52504 0.0 -0.1 0.0 0.056
O -6.04926 3.21605 3.08148 -0.2 0.2 0.1 -0.037
H -5.17653 3.40810 3.44023 0.0 0.0 -0.1 0.032
H -6.65353 3.70254 3.65292 -0.1 0.0 -0.1 0.056
O 5.23928 3.76986 -0.00881 0.1 0.1 0.0 -0.051
H 5.11155 2.85339 -0.27262 0.1 0.0 0.0 0.023
H 4.97332 4.27914 -0.78364 0.1 0.0 0.0 0.008
```
Positions in Å, forces in eV/Å.


Which of these has the highest E_LUMO? C24H72N6O15


Among the records above, which one has the highest HOMO energy? C24H74BNO26